(1)
Density functional theory data (the ωB97M-V functional and the def2-TZVPD basis) for C17H19AuF2N2S2 as an isolated structure.

Results
HOMO-LUMO gap ... 7.44 eV
Lowest unoccupied orbital energy ... -0.2 eV
E_HOMO ... -7.67 eV
Electronic energy ... -1900.49382 Ha

```
43
C17H19AuF2N2S2, DFT the ωB97M-V functional and the def2-TZVPD basis
Au -0.21601 0.66128 0.59164
C -0.88664 -1.14756 -2.27028
N -1.34745 -1.40859 -0.91309
C -0.72341 -2.57408 -0.29931
C 0.60718 -2.25189 0.35870
N 0.57301 -1.24300 1.47324
C -0.28357 -1.70189 2.58934
C 1.97560 -1.10329 1.89737
C 2.60457 -2.15490 2.55755
C 3.93734 -2.07360 2.91391
C 4.66090 -0.92902 2.59123
C 4.04498 0.11070 1.92529
C 2.69180 0.04573 1.57265
S 1.97784 1.43983 0.77415
C -2.76994 -1.40488 -0.77723
C -3.56471 -2.23937 -1.55779
C -4.94097 -2.25310 -1.42054
C -5.53413 -1.41271 -0.48689
C -4.75535 -0.57697 0.29170
C -3.36152 -0.56049 0.16603
S -2.48075 0.51916 1.24167
H -1.11445 -1.96671 -2.96665
H 0.19477 -0.99643 -2.27153
H -1.35667 -0.23629 -2.63823
H -0.52267 -3.36200 -1.04174
H -1.41537 -3.00320 0.42589
H 1.30893 -1.86287 -0.38179
H 1.03148 -3.17885 0.75539
H -0.01900 -2.71324 2.90500
H -1.32481 -1.67130 2.28163
H -0.15734 -1.01731 3.42520
H 2.05115 -3.05177 2.80332
H 4.40875 -2.89772 3.43167
H 5.70668 -0.85182 2.85820
H 4.60184 1.00258 1.66739
H -3.08886 -2.89117 -2.28183
H -5.54411 -2.90874 -2.03440
H -6.60999 -1.40255 -0.36800
H -5.22081 0.08458 1.01109
F -1.84022 2.33056 -1.08922
C -0.62799 2.34431 -0.49153
F -0.55609 3.44981 0.28243
H 0.11982 2.41575 -1.28425
```

Results of the Mulliken charge analysis, in e, for atoms 1 through 5:
1. Au 0.737
2. C -1.269
3. N 1.100
4. C -1.042
5. C -0.809

---

(2)
Density functional theory data (the ωB97M-V functional and the def2-TZVPD basis) for C15H20ClCsO4 as an isolated structure in a non-equilibrium geometry.

Results
Total charge ... -2
Relative energy (zero: lowest compared OMol25 entry of this formula, charge and spin) ... 31.2 kcal/mol
HOMO-LUMO gap ... 4.19 eV
Lowest unoccupied orbital energy ... 4.1 eV
E_HOMO ... -0.08 eV
Electronic energy ... -1364.53214 Ha

```
41
C15H20ClCsO4, DFT the ωB97M-V functional and the def2-TZVPD basis
Cs -1.18508 -1.31076 -0.47523
C 0.28878 -5.50826 1.16039
C 1.45926 -4.76078 1.38087
C 1.17343 -3.59005 2.01946
C -0.22637 -3.55200 2.31475
C -0.82112 -4.93123 1.73175
H 0.22473 -6.49756 0.70747
H 2.42336 -5.07899 1.05254
H 1.86357 -2.80812 2.30632
H -0.73387 -3.24312 3.22992
H -1.68685 -5.36965 2.12435
C -0.47345 2.60013 1.00038
C -0.88030 3.20647 -0.15543
C -0.26678 2.67723 -1.37033
C 0.72481 1.81285 -0.87122
C 0.53782 1.65843 0.57576
C 1.51601 0.87913 1.43251
C 1.68095 1.11314 -1.74067
C -0.50882 2.96172 -2.84665
C -1.80985 4.37587 -0.26047
C -0.91647 2.86046 2.39533
H 2.40281 1.47667 1.68822
H 1.78711 -0.08615 0.89740
H 0.97373 0.51468 2.32284
H 1.41404 0.04375 -2.18885
H 2.65398 0.87740 -1.25345
H 1.81064 1.84505 -2.60798
H -0.34834 2.03705 -3.43368
H 0.25589 3.67101 -3.24964
H -1.45612 3.40608 -3.11041
H -2.36558 4.63458 0.64933
H -2.58893 4.16209 -1.04910
H -1.21861 5.29198 -0.48783
H -0.60545 3.90929 2.66144
H -0.50047 2.22576 3.13563
H -2.00574 2.76264 2.45106
O 0.01348 -3.85326 -2.63341
Cl -0.19648 -2.84732 -3.70404
O 0.44845 -1.51518 -3.24933
O -1.22425 -3.56978 1.25944
O -1.63395 -2.48127 -3.80945
```

Results of the Mulliken charge analysis, in e, for atoms 1 through 5:
1. Cs 0.994
2. C -0.791
3. C -0.303
4. C -0.827
5. C -0.104

---

(3)
Density functional theory data (the ωB97M-V functional and the def2-TZVPD basis) for C30H35N7O5PdS2 as an isolated structure in a non-equilibrium geometry.

Results
Total charge ... -2
Relative energy (zero: lowest compared OMol25 entry of this formula, charge and spin) ... 69.6 kcal/mol
HOMO-LUMO gap ... 3.82 eV
Lowest unoccupied orbital energy ... 3.8 eV
E_HOMO ... -0.03 eV
Electronic energy ... -2847.93629 Ha

```
80
C30H35N7O5PdS2, DFT the ωB97M-V functional and the def2-TZVPD basis
Pd 1.47388 -0.78183 0.85785
C 3.68492 -0.01226 -5.32663
C 3.81592 -0.12923 -3.82634
C 2.70960 -0.40640 -3.02761
C 2.82186 -0.54786 -1.65296
C 4.05986 -0.39543 -1.03264
C 5.17301 -0.13176 -1.82185
C 5.04944 -0.00015 -3.20321
S 4.27803 -0.31083 0.78607
O 3.66542 0.99095 1.08475
O 5.73999 -0.33850 0.88899
N 3.56596 -1.43047 1.59089
C 4.09331 -2.80265 1.40857
C 3.74276 -3.63636 0.14795
O 4.32679 -4.75083 0.14103
O 2.95019 -3.17253 -0.70895
H 2.63531 0.00190 -5.62909
H 4.16340 -0.85484 -5.83448
H 4.15507 0.90239 -5.69995
H 1.73877 -0.54258 -3.49794
H 1.92386 -0.83512 -1.07842
H 6.13229 -0.03114 -1.33153
H 5.93154 0.21127 -3.80431
H 3.70298 -3.38273 2.24566
H 5.18189 -2.81750 1.47952
N 0.72125 1.93249 -0.27635
C 0.90944 2.87703 0.69240
C 1.29189 4.18519 0.32625
C 1.49151 5.12681 1.30640
C 1.29441 4.78195 2.64048
C 0.87902 3.48428 2.89364
N 0.66528 2.55734 1.96560
H 1.25117 2.12349 -1.11600
H 0.88793 0.93934 -0.02165
H 1.46143 4.42083 -0.71761
H 1.81550 6.12627 1.03801
H 1.47182 5.48021 3.44733
H 0.70671 3.16346 3.91858
S -3.82833 -4.01631 0.76972
C -2.12997 -3.52035 0.90877
C -1.63104 -3.21889 2.16877
C -0.28136 -2.91685 2.28065
N 0.55921 -2.88844 1.24321
C 0.06984 -3.20145 0.03182
C -1.26469 -3.51834 -0.17948
C -4.43548 -2.85205 -0.43391
C -4.56766 -3.21095 -1.76223
C -5.13035 -2.30263 -2.65482
N -5.55953 -1.09827 -2.30213
C -5.40546 -0.75167 -1.02706
C -4.84919 -1.58479 -0.06340
H -2.27629 -3.22274 3.03936
H 0.15585 -2.67626 3.24437
H 0.81830 -3.25526 -0.75227
H -1.61358 -3.76667 -1.17474
H -4.24061 -4.18567 -2.09821
H -5.24389 -2.56736 -3.70090
H -5.74591 0.24158 -0.75699
H -4.73492 -1.25459 0.96169
C -1.89077 1.11331 -1.45628
N -2.31342 1.46197 -0.11657
C -2.97735 2.73566 0.04360
C -3.72575 2.78047 1.35892
C -2.76449 2.40506 2.46516
N -2.21038 1.09488 2.20609
C -1.63562 0.37875 3.32844
C -1.87890 0.67646 0.93529
O -1.22271 -0.33167 0.75250
H -2.75635 0.89721 -2.09110
H -1.25034 0.23769 -1.40749
H -1.32293 1.93794 -1.89681
H -3.66038 2.87377 -0.79950
H -2.24793 3.55736 0.00708
H -4.54016 2.05080 1.33732
H -4.14909 3.77232 1.52658
H -3.27072 2.37568 3.43301
H -1.96483 3.15678 2.53706
H -2.41959 -0.11271 3.91600
H -1.09219 1.07335 3.97011
H -0.93446 -0.36139 2.95597
```

Results of the Mulliken charge analysis, in e, for atoms 1 through 5:
1. Pd -0.877
2. C -1.511
3. C 1.059
4. C -1.533
5. C 0.860

---

(4)
Density functional theory data (the ωB97M-V functional and the def2-TZVPD basis) for a 3-piece molecular cluster, C5H10N2 overall.

Results
Relative energy (zero: lowest compared OMol25 entry of this formula, charge and spin) ... 133.6 kcal/mol
HOMO-LUMO gap ... 10.59 eV
Lowest unoccupied orbital energy ... 0.6 eV
SMILES ... C[C@@H]1C=N1.C1=NC1.[H][H]
E_HOMO ... -9.95 eV
Electronic energy ... -305.81089 Ha

```
17
C5H10N2, DFT the ωB97M-V functional and the def2-TZVPD basis
C 1.35831 -1.49487 0.16713
C 1.75056 -0.04344 -0.03901
C 0.93122 1.13892 0.14093
N 1.08723 0.85210 -1.07192
H 1.80387 -2.10601 -0.62658
H 0.28136 -1.68261 0.16655
H 1.77252 -1.85089 1.11903
H 2.82648 0.11494 -0.00027
H 0.52867 1.96695 0.71013
C -1.33325 0.26658 1.00087
N -1.92912 -0.44251 0.15531
C -2.16656 1.05316 0.11927
H -0.70279 0.12201 1.86725
H -3.15178 1.36575 0.45238
H -1.74309 1.61011 -0.72186
H -0.36620 -0.24867 -1.86337
H -0.94743 -0.62149 -1.57583
```

Results of the Mulliken charge analysis, in e, for atoms 1 through 5:
1. C -1.242
2. C 0.237
3. C -0.360
4. N -0.501
5. H 0.307

---

(5)
Density functional theory data (the ωB97M-V functional and the def2-TZVPD basis) for a 2-piece molecular cluster, C7H14N2 overall in a non-equilibrium geometry.

Results
Relative energy (zero: lowest compared OMol25 entry of this formula, charge and spin) ... 50.7 kcal/mol
HOMO-LUMO gap (alpha / beta) ... 7.91 / 7.68 eV
Lowest unoccupied orbital energy (alpha / beta) ... 0.9 / -1.9 eV
E_HOMO (alpha / beta) ... -7.03 / -9.60 eV
Spin multiplicity ... 3
Electronic energy ... -384.30021 Ha

```
23
C7H14N2, DFT the ωB97M-V functional and the def2-TZVPD basis
C 1.14531 2.49241 -0.43960
C 0.45518 1.75353 0.18119
C 1.61432 3.81335 -0.90889
C -0.33508 -0.98945 -1.21614
C 1.12364 -1.26646 0.91118
C -0.93414 -2.53437 0.63025
C -0.28901 -1.18395 0.35545
N -2.08111 0.13642 0.79447
N -0.89573 -0.21786 1.17834
H 2.65011 4.14771 -0.55371
H 1.83625 3.85767 -2.04074
H 0.98348 4.66099 -0.75020
H -1.35372 -1.18263 -1.75036
H 0.12821 0.06200 -1.36448
H 0.22560 -1.79196 -1.80417
H 1.56202 -0.21745 0.98011
H 1.83189 -2.12521 0.71670
H 1.09392 -1.44296 2.00682
H -0.89388 -2.90044 1.61097
H -2.08790 -2.48127 0.32931
H -0.70292 -3.24412 -0.23514
H -2.54961 -0.06966 -0.10406
H -2.52682 0.72371 1.47271
```

Results of the Mulliken charge analysis, in e, for atoms 1 through 5:
1. C 0.605
2. C -0.342
3. C -1.141
4. C -1.053
5. C -1.243

---

(6)
Density functional theory data (the ωB97M-V functional and the def2-TZVPD basis) for C26H30MnN7O2S3Si as an isolated structure.

Results
Total charge ... +1
HOMO-LUMO gap (alpha / beta) ... 6.13 / 6.30 eV
Lowest unoccupied orbital energy (alpha / beta) ... -4.2 / -4.0 eV
E_HOMO (alpha / beta) ... -10.31 / -10.33 eV
Spin multiplicity ... 4
Electronic energy ... -4177.46000 Ha

```
70
C26H30MnN7O2S3Si, DFT the ωB97M-V functional and the def2-TZVPD basis
Mn 0.97426 0.13090 -1.30217
N 0.40546 3.69768 1.01267
C 0.60298 2.47474 0.49364
S 1.13218 2.41381 -1.16735
N 0.39734 1.45054 1.27941
N 0.60252 0.26476 0.63892
C 0.36490 -0.84130 1.26202
C -0.10113 -0.91998 2.65831
C 0.64751 -0.36871 3.69388
C 0.19389 -0.47489 4.99757
C -1.01390 -1.10507 5.26656
C -1.77182 -1.63496 4.23256
C -1.31238 -1.55150 2.92696
C 0.55358 -2.06586 0.45346
C 0.45518 -3.34612 0.96796
C 0.61859 -4.42162 0.10623
C 0.87313 -4.19180 -1.23540
C 0.98114 -2.88424 -1.67815
N 0.83556 -1.85460 -0.84771
H 0.56013 4.52471 0.46642
H 0.10200 3.77859 1.96853
H 1.57781 0.14109 3.47950
H 0.78030 -0.05680 5.80423
H -1.36817 -1.17657 6.28591
H -2.72126 -2.10940 4.43744
H -1.91117 -1.94551 2.11481
H 0.25855 -3.49149 2.01975
H 0.54287 -5.43124 0.48604
H 0.99027 -5.00580 -1.93553
H 1.19318 -2.64878 -2.71366
N -3.40647 6.12384 -2.91667
C -3.22993 4.79919 -2.64078
C -2.84928 4.38395 -1.35505
C -2.65440 3.04839 -1.08115
C -2.83623 2.09953 -2.08458
C -3.22592 2.49474 -3.36011
C -3.41573 3.83141 -3.63708
S -2.55317 0.42169 -1.73646
O -3.27741 -0.36704 -2.69842
O -2.68426 0.20324 -0.32572
N -0.96562 0.18127 -2.04218
C -0.48100 -0.13488 -3.24185
S -1.19824 -0.79118 -4.66096
C 0.40204 -0.96641 -5.33077
C 1.35793 -0.57065 -4.47070
N 0.85444 -0.08459 -3.27889
H -3.43447 6.79192 -2.16897
H -3.81965 6.40365 -3.78698
H -2.72818 5.12275 -0.57226
H -2.38305 2.72605 -0.08487
H -3.40003 1.75088 -4.12510
H -3.72959 4.13837 -4.62675
H 0.54145 -1.32511 -6.33635
H 2.42158 -0.56477 -4.64894
C 3.79479 -1.49487 1.25763
Si 4.07588 0.05442 0.23943
C 3.81758 1.59952 1.25017
C 5.82413 0.02504 -0.41967
C 3.00644 0.00940 -1.31602
H 4.68659 -1.71820 1.84635
H 3.61712 -2.35680 0.60910
H 2.96391 -1.41674 1.95912
H 4.69771 1.78796 1.86796
H 2.95015 1.54569 1.90895
H 3.68596 2.46187 0.59299
H 6.53201 0.01630 0.41208
H 6.03795 0.90452 -1.02879
H 6.01630 -0.86036 -1.02755
H 3.16991 -0.94219 -1.83598
H 3.28795 0.81716 -1.99529
```

Results of the Mulliken charge analysis, in e, for atoms 1 through 5:
1. Mn -0.752
2. N -0.403
3. C 0.626
4. S -0.502
5. N -1.861